1.
The following is a quantum chemistry calculation of a cluster of 6 separate species, C33H50IN4O5P in total at a distorted geometry, from the OMol25 dataset.

Results
SMILES: N=[PH2]c1cccc2nc(-c3cccnc3)c(I)nc12.C1CCOC1.C1CCOC1.C1CCOC1.C1CCOC1.C1CCOC1
Maximum force in hartree/bohr: 0.03281
DFT total energy in hartree: -2521.601590

```
94
Properties=species:S:1:pos:R:3:forces:R:3
N -3.53541 -0.47235 -0.43491 0.197 0.027 -0.495
P -2.61965 -0.19906 -1.68696 -0.936 -0.135 1.397
C -1.47971 -1.57928 -2.00134 -0.341 0.375 -0.123
C -1.86698 -2.81358 -1.54691 0.316 -0.196 0.045
C -1.00786 -3.92225 -1.69089 0.585 0.381 -0.372
C 0.21298 -3.75600 -2.29502 -0.276 -0.318 0.230
C 0.62049 -2.49783 -2.77945 0.329 -0.140 -0.141
N 1.82691 -2.37380 -3.40150 -0.224 0.015 0.146
C 2.15808 -1.19290 -3.84571 0.037 -0.294 -0.062
C 3.47339 -1.09578 -4.51091 0.140 0.001 0.104
C 4.60312 -1.48911 -3.81937 0.348 -0.067 0.143
C 5.82313 -1.44126 -4.46109 -0.110 0.074 -0.205
C 5.85755 -1.01735 -5.77717 0.152 0.030 -0.102
N 4.78382 -0.65699 -6.47776 -0.024 -0.049 0.232
C 3.62335 -0.70133 -5.83245 -0.169 0.035 -0.118
C 1.28098 -0.08356 -3.64915 -0.014 0.906 -0.205
I 1.88897 1.86723 -4.21195 -0.052 -0.227 0.053
N 0.12283 -0.15866 -3.08663 0.281 -0.427 0.013
C -0.22693 -1.39761 -2.63519 -0.661 0.018 0.167
H -4.51687 -0.45586 -0.68045 -0.099 -0.218 0.179
H -3.38495 0.04240 -2.84669 0.552 0.125 -0.322
H -1.79743 0.91722 -1.47264 0.219 -0.069 -0.508
H -2.80573 -2.95238 -1.03345 -0.197 0.288 0.045
H -1.28493 -4.89377 -1.32086 -0.156 -0.131 0.085
H 0.88678 -4.58928 -2.40753 0.166 -0.079 -0.068
H 4.55351 -1.82601 -2.79631 -0.194 -0.033 0.145
H 6.73583 -1.72785 -3.97195 0.169 -0.064 0.169
H 6.81005 -0.97441 -6.28492 0.080 0.046 -0.201
H 2.74094 -0.43172 -6.39410 -0.083 0.116 -0.192
C 5.88074 3.32587 -6.19705 -0.100 0.037 -0.009
C 6.26383 4.78764 -5.98281 0.097 -0.011 -0.008
C 6.09179 4.93235 -4.47632 -0.087 -0.040 0.018
O 6.38721 3.65334 -3.91188 -0.018 0.008 -0.055
C 6.45252 2.67139 -4.94904 0.109 0.004 0.029
H 6.27331 2.89745 -7.11751 0.008 -0.011 -0.001
H 4.79348 3.22155 -6.20968 -0.012 -0.031 -0.012
H 7.30834 4.94624 -6.26093 -0.007 0.010 0.008
H 5.65173 5.49027 -6.54622 -0.020 -0.006 0.002
H 5.06025 5.19776 -4.21849 0.006 0.048 -0.027
H 6.75855 5.67743 -4.04102 0.008 -0.025 0.042
H 7.50187 2.38773 -5.09239 -0.027 -0.040 -0.047
H 5.89320 1.78684 -4.64276 -0.018 -0.004 0.068
C -1.65342 -0.29495 2.41494 -0.092 -0.105 0.078
C -1.52170 -0.19928 3.93132 0.144 0.027 0.024
C -1.04683 -1.60112 4.28563 -0.061 -0.069 -0.041
O -0.27777 -2.06778 3.17126 -0.004 0.070 0.036
C -0.47461 -1.18684 2.05903 0.122 0.069 -0.013
H -1.62081 0.66827 1.90947 -0.022 0.010 -0.008
H -2.58852 -0.78396 2.14182 -0.001 0.054 -0.071
H -0.75772 0.53626 4.19877 -0.013 -0.009 0.023
H -2.44625 0.07620 4.43365 -0.022 0.020 -0.038
H -1.89135 -2.28392 4.42964 -0.019 0.036 0.059
H -0.42554 -1.62212 5.18395 0.045 -0.060 -0.024
H 0.44188 -0.60051 1.91691 -0.021 0.014 -0.043
H -0.65044 -1.78040 1.15932 0.013 -0.048 0.026
C 2.59414 -2.09611 7.03237 -0.082 -0.003 -0.014
C 3.18961 -2.40433 5.66152 0.089 -0.032 0.033
C 3.02964 -1.06884 4.95114 -0.181 0.070 -0.046
O 3.12793 -0.05839 5.96125 0.020 -0.055 0.034
C 3.05722 -0.66223 7.25359 0.086 0.006 -0.037
H 2.92666 -2.77260 7.81842 0.015 0.000 0.002
H 1.50339 -2.13757 6.98470 0.006 0.000 0.004
H 4.24833 -2.65609 5.76117 -0.007 0.001 -0.002
H 2.69210 -3.21946 5.13865 -0.037 0.018 -0.007
H 2.04610 -0.98892 4.47557 0.024 -0.082 -0.055
H 3.79607 -0.89561 4.19478 0.014 0.061 0.023
H 4.05310 -0.63304 7.71001 -0.021 -0.026 0.045
H 2.37384 -0.08641 7.87909 0.005 0.042 -0.021
C -7.01462 -2.02921 -4.13918 -0.076 0.005 0.004
C -6.58397 -0.57680 -3.95454 0.086 -0.021 -0.014
C -6.76266 -0.39320 -2.45337 -0.090 0.008 -0.005
O -6.51300 -1.66724 -1.85895 0.014 0.019 -0.030
C -6.46912 -2.67378 -2.87181 0.104 0.019 -0.001
H -6.62773 -2.49014 -5.04662 0.018 0.003 -0.001
H -8.10443 -2.09783 -4.15898 0.006 -0.007 0.002
H -5.53173 -0.46204 -4.22786 -0.009 0.010 0.000
H -7.16557 0.13409 -4.53898 -0.018 -0.004 0.001
H -7.78459 -0.08641 -2.20746 0.010 0.051 -0.030
H -6.07298 0.34059 -2.03140 -0.013 0.002 0.037
H -5.42829 -2.99220 -3.00429 -0.016 -0.029 -0.034
H -7.05439 -3.53356 -2.54511 0.005 0.009 0.051
C -4.61051 3.85038 6.66493 -0.073 -0.049 0.027
C -3.49340 3.17697 7.45675 0.067 0.067 -0.007
C -3.24333 1.92349 6.63001 -0.058 -0.052 -0.027
O -3.53643 2.26984 5.27440 -0.023 0.034 0.071
C -4.20515 3.53234 5.23239 0.083 0.022 -0.028
H -4.69761 4.91979 6.85055 0.017 0.008 -0.002
H -5.57028 3.38385 6.89833 0.003 0.007 -0.007
H -2.60299 3.80962 7.46107 0.000 -0.011 0.004
H -3.75806 2.95484 8.48934 -0.018 -0.010 0.000
H -3.90820 1.10724 6.93394 0.020 0.004 0.047
H -2.21264 1.57168 6.69311 0.004 -0.015 -0.048
H -3.51018 4.28290 4.84053 -0.035 0.034 0.006
H -5.05625 3.46186 4.55458 0.019 -0.041 -0.028
```
Positions in Å, forces in eV/Å.

These are the Mulliken partial charges, in e, on atoms 1 to 4: N -0.4892; P 0.3228; C 0.8048; C -0.5838

=====

2.
The following is a quantum chemistry calculation of a structure of composition C14H46BF4NO14 at a distorted geometry, from the OMol25 dataset.

Results
Maximum force in hartree/bohr: 0.35263
Energy above the lowest of the compared OMol25 structures with the same formula, charge and spin in kcal/mol: 802.38

```
80
Properties=species:S:1:pos:R:3:forces:R:3
N 13.97561 -5.29193 17.51678 -1.976 -0.459 9.635
H 13.21345 -4.92397 16.96558 2.369 -2.021 3.844
H 14.87221 -5.20399 17.06016 -2.901 1.272 2.029
H 13.86441 -6.26161 17.77648 -0.561 1.166 1.010
H 13.77707 -4.70139 18.31172 1.180 -2.595 0.142
B 12.36459 -5.28122 15.48341 -1.497 1.978 -1.817
F 11.27531 -4.48262 15.30413 -0.429 0.374 -1.554
F 12.44411 -6.29069 14.52461 -5.524 13.059 4.494
F 13.54842 -4.61354 15.79909 -7.245 -4.886 -15.888
F 12.14221 -5.97848 16.64277 -6.358 -2.254 0.842
C 10.91235 -2.98508 18.15529 -3.044 -0.939 2.318
C 12.10998 -3.42785 17.44941 -2.804 2.307 -0.696
O 13.21872 -3.37304 18.28729 -9.871 3.085 0.851
O 10.84639 -1.61271 18.59484 0.765 -0.209 -0.627
H 10.81827 -3.65191 19.01237 0.614 0.310 1.014
H 9.95579 -3.33227 17.76469 -0.029 0.669 -1.477
H 12.25046 -2.73079 16.62330 0.057 -0.624 -0.260
H 11.91767 -4.42714 17.05883 -0.613 1.922 1.880
H 13.18078 -2.50937 18.70471 -0.348 0.156 -0.486
H 10.07651 -1.44222 19.14239 -0.095 -0.386 -0.083
C 16.98491 -5.18512 16.98668 0.441 1.404 -0.221
C 16.85674 -4.17485 18.14894 1.172 0.290 0.704
O 16.52880 -4.82260 19.43153 3.670 -2.014 -1.304
O 15.69860 -5.52704 16.42933 9.453 -1.736 -5.178
H 17.54052 -6.02829 17.39713 -0.078 -0.171 -0.304
H 17.52593 -4.82946 16.10982 0.478 0.676 0.528
H 16.21795 -3.30730 17.98333 0.530 -1.639 -0.622
H 17.79441 -3.63213 18.26880 0.813 -0.654 -0.089
H 16.34929 -4.11693 20.05715 -0.112 -0.412 -0.839
H 15.80984 -6.24417 15.80089 -0.212 0.379 -0.314
C 12.55258 -5.70622 20.83099 -0.692 -1.345 -2.588
C 13.00364 -4.47101 21.54688 -0.339 -1.245 1.171
O 14.40436 -4.38515 21.37976 0.243 -1.330 1.158
O 12.30813 -5.51425 19.39671 -0.541 0.091 2.312
H 11.80252 -6.34851 21.29247 -0.663 0.718 0.192
H 13.37854 -6.41621 20.78867 0.304 0.312 0.366
H 12.87906 -4.70475 22.60422 -0.692 0.583 0.245
H 12.52402 -3.53528 21.25972 -0.005 -0.089 -0.055
H 14.76230 -4.98178 22.04120 0.365 -0.225 -0.158
H 11.37646 -5.48777 19.16672 -0.137 -0.194 0.415
C 15.29965 -2.05140 20.97772 -0.212 0.059 -1.006
C 14.92494 -2.26617 19.46604 1.808 -1.156 3.806
O 14.84604 -3.67989 19.10025 2.199 5.344 4.215
O 16.72063 -2.27853 21.19583 -0.915 0.707 -0.189
H 14.76216 -2.74742 21.62171 0.157 1.345 -0.161
H 14.97923 -1.02381 21.14950 0.837 0.221 0.495
H 15.79012 -1.84909 18.95065 -0.080 0.197 0.956
H 14.06951 -1.62787 19.24491 0.205 0.244 0.110
H 14.25005 -4.08467 19.73473 0.654 0.040 0.032
H 16.84483 -3.22993 21.22765 0.267 0.081 0.443
C 13.35615 -8.47748 16.04439 -0.112 -2.205 -3.998
C 13.66383 -8.72788 14.53082 -2.485 -1.872 1.113
O 12.79504 -7.91472 13.76456 3.456 -8.739 -3.472
O 13.88132 -7.16601 16.31632 2.405 -2.122 -9.580
H 13.70477 -9.24620 16.73405 0.843 0.233 -0.336
H 12.28298 -8.55813 16.21731 -0.298 0.752 -0.332
H 13.32750 -9.74786 14.34476 0.158 -0.411 -0.085
H 14.74347 -8.78115 14.39072 0.289 0.812 -0.468
H 12.95071 -7.02988 14.10282 3.417 -3.923 -3.130
H 13.14862 -6.62904 16.00579 1.420 -1.507 0.815
C 14.11632 -1.00614 16.47937 0.224 1.095 -0.445
C 14.98684 -2.18561 16.72207 1.351 -0.423 0.024
O 14.48549 -3.46129 16.54503 7.692 9.939 -0.902
O 13.09280 -0.99255 17.43736 -0.536 0.989 0.258
H 13.76995 -0.88646 15.45283 -0.462 -0.649 -0.162
H 14.70956 -0.09917 16.59588 0.439 0.175 0.259
H 15.37474 -2.16447 17.74050 -0.350 1.152 -2.145
H 15.85300 -2.07652 16.06941 0.234 0.054 -0.259
H 13.85289 -3.64103 17.24439 2.205 1.825 -0.426
H 12.27013 -0.61967 17.11213 0.001 0.106 0.052
C 15.89784 -7.63361 18.08643 -0.508 -0.236 1.046
C 14.59470 -7.88702 18.94902 -0.478 -0.003 -1.377
O 13.43472 -7.43082 18.20601 -0.739 -3.934 9.445
O 15.82585 -8.32107 16.86298 1.282 -1.577 -0.282
H 16.79189 -8.03229 18.56585 -0.079 0.109 0.591
H 16.05684 -6.57792 17.86657 -0.767 -1.436 1.433
H 14.63182 -7.40724 19.92705 0.342 0.271 -0.213
H 14.38310 -8.93917 19.13955 0.694 -0.351 0.027
H 13.59945 -7.71158 17.30288 -0.096 -0.158 2.722
H 15.80890 -7.75274 16.08947 -0.152 -0.369 0.537
```
Positions in Å, forces in eV/Å.

These are the Mulliken partial charges, in e, on atoms 1 to 4: N -0.2667; H -1.9037; H -1.4845; H 1.6589

=====

3.
The following is a quantum chemistry calculation of the molecule C5H8O2 at a distorted geometry, from the OMol25 dataset.

Results
SMILES: C=C1[C@@H](O)[C@@]1(C)O
Maximum force in hartree/bohr: 0.03768
Energy above the lowest of the compared OMol25 structures with the same formula, charge and spin in kcal/mol: 70.73

```
15
Properties=species:S:1:pos:R:3:forces:R:3
C -0.54341 -2.10355 0.36926 0.139 0.371 0.021
C -0.19283 -0.86135 0.14053 0.020 0.042 0.306
C 0.21653 0.19691 1.08685 -0.225 0.308 -0.009
O 1.47121 0.11199 1.68698 0.207 0.069 -0.161
C 0.15699 0.43214 -0.41476 -0.118 0.268 -0.086
C -0.91698 1.31585 -0.96511 -0.010 0.166 -0.117
O 1.43650 0.57195 -0.98116 0.083 -0.030 -0.374
H -0.46214 -2.11230 1.44660 -0.543 -1.846 0.228
H -0.81559 -2.90474 -0.32229 0.150 0.290 0.410
H -0.53382 0.65160 1.73446 0.118 0.035 -0.198
H 2.09474 0.32615 0.97364 0.092 -0.027 0.209
H -0.57294 2.34911 -0.90006 -0.139 0.047 -0.129
H -1.83274 1.20150 -0.37365 0.198 0.043 -0.130
H -1.13764 1.05555 -2.00307 -0.004 0.109 0.038
H 1.63213 -0.23082 -1.47822 0.032 0.154 -0.007
```
Positions in Å, forces in eV/Å.

These are the Mulliken partial charges, in e, on atoms 1 to 4: C -0.7632; C 0.3206; C -0.3902; O -0.5271

=====

4.
The following is a quantum chemistry calculation of a structure of composition C3H5NO2, from the OMol25 dataset.

Results
Maximum force in hartree/bohr: 0.01801
Energy above the lowest of the compared OMol25 structures with the same formula, charge and spin in kcal/mol: 123.96

```
11
Properties=species:S:1:pos:R:3:forces:R:3
N 1.55483 0.92240 0.08498 0.043 -0.621 -0.619
C 1.69287 0.09674 -0.76166 0.051 0.712 0.590
O 0.34890 -1.08552 -0.94970 -0.223 -0.078 0.164
C -0.47305 -1.02837 0.01846 0.158 -0.045 -0.038
C -1.02329 0.85942 0.56901 -0.438 0.086 0.419
O -1.59414 0.92195 1.62514 0.274 0.006 -0.524
H 0.23603 0.65105 0.50000 0.160 -0.188 -0.089
H 2.31603 -0.29447 -1.54704 -0.095 0.012 0.102
H -0.17995 -1.35893 1.02492 -0.006 0.045 -0.134
H -1.53614 -1.11679 -0.23184 0.100 0.097 0.019
H -1.34208 1.43250 -0.33229 -0.023 -0.025 0.110
```
Positions in Å, forces in eV/Å.

These are the Mulliken partial charges, in e, on atoms 1 to 4: N -0.6099; C 0.0681; O -0.4326; C -0.4500